1.
An isolated molecule of C4H8N2OS. Source: the OMol25 dataset; level of theory: the ωB97M-V functional and the def2-TZVPD basis.

```
16
C4H8N2OS the ωB97M-V functional and the def2-TZVPD basis
C 2.69 -0.07 0.05
C 0.54 0.32 -0.02
C -1.66 -1.15 -0.18
C -0.85 2.24 -0.06
H 2.63 -0.81 0.99
H 2.68 -0.70 -0.78
H 3.78 0.27 0.09
H -2.33 -1.87 0.35
H -1.83 -1.13 -1.23
H -1.81 2.53 -0.50
H -0.09 2.72 -0.63
H -0.62 2.63 1.03
N 1.64 0.92 0.02
N -0.82 0.86 -0.30
O -1.70 0.05 0.55
S 0.07 -1.54 -0.03
```

## Properties
**E**: -20136.951 eV
**SMILES string**: C/N=C1\SCON1C
**Gap between HOMO and LUMO**: 9.967 eV

Here are the Löwdin charges for atoms 1 to 4, given in e: -0.1925, -0.5027, -0.5134, -0.1022

2.
An isolated molecule of C4H8N2S. Source: the OMol25 dataset; level of theory: the ωB97M-V functional and the def2-TZVPD basis.

```
15
C4H8N2S the ωB97M-V functional and the def2-TZVPD basis
C -0.63 1.87 0.35
C 0.48 1.00 -0.30
C 0.07 0.04 -1.37
C 0.26 -1.24 0.90
H -1.66 1.46 0.00
H -0.69 2.12 1.50
H -0.43 2.97 -0.11
H 1.33 1.55 -0.61
H 0.61 -0.07 -2.34
H -1.01 -0.01 -1.31
H 0.02 -3.23 1.10
H 0.66 -2.72 -0.45
N 0.83 -0.41 -0.17
N 0.02 -2.49 0.36
S 0.14 -0.83 2.44
```

## Properties
**E**: -18091.280 eV
**SMILES string**: C[C@@H]1CN1C(N)=S
**Gap between HOMO and LUMO**: 9.287 eV

Here are the Löwdin charges for atoms 1 to 4, given in e: -0.0860, -0.3596, -0.0917, -0.9535

3.
An isolated molecule of C4H8N2S. Source: the OMol25 dataset; level of theory: the ωB97M-V functional and the def2-TZVPD basis.

```
15
C4H8N2S the ωB97M-V functional and the def2-TZVPD basis
C 0.36 1.33 0.64
C 1.69 1.36 0.48
C -1.12 0.67 -1.16
C 0.54 -1.83 0.52
N -0.30 0.24 -0.02
N 0.71 -0.75 -0.43
S 2.25 0.03 -0.54
H -0.40 1.86 1.11
H 2.27 2.15 0.81
H -1.20 -0.23 -1.85
H -2.23 0.84 -0.71
H -0.60 1.48 -1.54
H 1.09 -2.65 -0.03
H 0.96 -1.82 1.56
H -0.48 -2.10 0.42
```

## Properties
**E**: -18089.822 eV
**SMILES string**: CN1C=CSN1C
**Gap between HOMO and LUMO**: 8.669 eV

Here are the Löwdin charges for atoms 1 to 4, given in e: -0.1819, -0.3770, -0.0753, -0.1603

4.
An isolated molecule of C4H8N2S. Source: the OMol25 dataset; level of theory: the ωB97M-V functional and the def2-TZVPD basis.

```
15
C4H8N2S the ωB97M-V functional and the def2-TZVPD basis
C -0.95 -1.01 -0.54
C -1.21 0.56 -0.84
C -0.19 1.44 -0.46
C 0.80 1.22 0.65
H 0.10 -1.55 1.33
H -1.07 -0.36 1.37
H 0.07 -1.47 -1.18
H -1.95 -1.54 -1.17
H -2.10 0.91 -1.34
H -0.59 2.56 -0.45
H 0.59 1.93 1.54
H 3.26 -1.35 0.08
N -0.92 -1.33 1.00
N 1.86 0.45 0.62
S 2.30 -0.48 -0.61
```

## Properties
**E**: -18088.740 eV
**SMILES string**: NC/C=C\C=N/S
**Gap between HOMO and LUMO**: 9.016 eV

Here are the Löwdin charges for atoms 1 to 4, given in e: -0.2956, -0.1013, -0.1477, -0.2950

5.
An isolated molecule of C4H8N2S. Source: the OMol25 dataset; level of theory: the ωB97M-V functional and the def2-TZVPD basis.

```
15
C4H8N2S the ωB97M-V functional and the def2-TZVPD basis
C 0.25 0.26 -1.97
C -0.10 0.12 -0.56
C -1.18 -0.95 0.00
C 0.66 -0.07 1.79
H 0.40 1.27 -2.38
H 1.06 -0.38 -2.14
H -0.67 -0.07 -2.63
H -0.59 1.21 -0.25
H -1.19 -2.12 -0.48
H -2.40 -0.60 -0.16
H 0.83 0.43 3.56
H 1.38 1.14 0.33
N 1.24 0.70 2.71
N 0.94 0.16 0.42
S -0.65 -1.10 1.76
```

## Properties
**E**: -18090.559 eV
**SMILES string**: [H]/N=C1/N[C@@H](C)CS1
**Gap between HOMO and LUMO**: 9.515 eV

Here are the Löwdin charges for atoms 1 to 4, given in e: -0.0877, -0.5049, -0.4053, -0.8093

6.
An isolated molecule of C4H8N2S2. Source: the OMol25 dataset; level of theory: the ωB97M-V functional and the def2-TZVPD basis.

```
16
C4H8N2S2 the ωB97M-V functional and the def2-TZVPD basis
C -0.59 -1.11 1.94
C -0.68 0.12 1.07
C -1.31 1.23 1.49
C 0.05 -0.01 -0.25
H -2.56 -1.55 1.85
H -1.74 -2.43 2.91
H -0.04 -1.95 1.34
H 0.09 -0.93 2.74
H -1.88 1.19 2.39
H -1.47 2.10 0.84
H 1.15 1.62 0.34
H 2.75 0.37 -1.94
N -1.88 -1.47 2.59
N 1.02 0.97 -0.42
S -0.31 -1.15 -1.35
S 1.87 1.38 -1.85
```

## Properties
**E**: -28926.956 eV
**SMILES string**: C=C(CN)C(=S)NS
**Gap between HOMO and LUMO**: 8.770 eV

Here are the Löwdin charges for atoms 1 to 4, given in e: -0.2770, -0.3348, 0.0720, -0.8738

7.
An isolated ion of composition C4H8N3 and charge +1. Source: the OMol25 dataset; level of theory: the ωB97M-V functional and the def2-TZVPD basis.

```
15
C4H8N3 the ωB97M-V functional and the def2-TZVPD basis
C -1.47 -0.61 0.13
C -0.17 -1.34 -0.38
C -0.54 0.71 0.24
C 0.76 -0.05 0.00
N 1.89 0.46 -0.52
N -0.83 1.86 -0.40
N 1.94 -0.11 0.79
H -2.23 -0.19 -0.54
H -1.85 -0.95 1.16
H 0.07 -2.10 0.29
H -0.21 -1.52 -1.45
H -0.18 2.46 -1.05
H -1.73 1.90 -0.76
H 2.11 0.39 1.61
H 2.43 -0.90 0.89
```

## Properties
**E**: -8735.842 eV
**Gap between HOMO and LUMO**: 7.479 eV
**Net charge**: +1

Here are the Löwdin charges for atoms 1 to 4, given in e: -0.0249, 0.0081, -0.0525, -0.4613

8.
An isolated ion of composition C4H8N3 and charge +1. Source: the OMol25 dataset; level of theory: the ωB97M-V functional and the def2-TZVPD basis.

```
15
C4H8N3 the ωB97M-V functional and the def2-TZVPD basis
C 0.12 0.38 -0.19
C 0.06 -1.09 -0.45
C 1.35 1.58 -1.90
C -0.86 -1.35 0.91
N 0.46 1.22 -1.08
N -0.43 0.80 0.99
N -0.93 -0.13 1.88
H 0.98 -1.52 -0.75
H -0.79 -1.42 -1.19
H 1.26 2.42 -2.61
H 2.34 1.41 -1.42
H -0.50 -2.27 1.35
H -1.87 -1.54 0.62
H -0.73 1.75 1.11
H -0.46 -0.25 2.74
```

## Properties
**E**: -8737.903 eV
**SMILES string**: C=NC1=[NH+]NCC1
**Gap between HOMO and LUMO**: 8.715 eV
**Net charge**: +1

Here are the Löwdin charges for atoms 1 to 4, given in e: -0.2879, 0.0078, 0.1383, -0.0735

HOMO: -9.217 -8.572 -7.738 -8.748 -8.883 -8.605 -12.867 -13.549 (eV)
Relative energy (zero: lowest compared OMol25 entry of this formula, charge and spin): 3.883 2.462 3.920 5.002 3.184 1.352 6.940 4.879 (eV)